[1]
Formula: C15H37ClF3N3O4P
Source: OMol25
Level of theory: wB97M-V/def2-TZVPD

Calculated values
Spin multiplicity = 1
Lowest unoccupied orbital energy = -4.62 eV
Net charge = +1

Geometry as XYZ:
```
64
Properties=species:S:1:pos:R:3:mulliken_charge:R:1
Cl 1.94849 -2.05824 0.11086 -0.24
P 0.76501 -0.28842 0.23672 0.54
F -0.88374 2.43677 2.92312 -0.26
F -1.90574 4.50758 2.30976 -0.27
F 0.51150 4.37120 2.32346 -0.25
O -0.73337 -4.49626 2.03099 -0.48
O -0.78234 -0.70256 1.00557 -0.49
O 2.74188 -5.95324 -2.57257 -0.53
O -2.83201 3.71287 -2.44646 -0.50
N 1.47442 0.94052 1.31253 -0.17
N 3.06067 2.82671 1.15909 -0.01
N 1.47457 2.69950 -0.74330 -0.16
C 5.21161 3.52541 0.00507 -0.87
C 2.01306 2.14793 0.55477 -0.31
C 0.69880 -6.21370 -1.33286 -0.95
C -0.72667 3.62050 2.00810 0.92
C 0.79330 -4.90411 3.84257 -1.20
C -4.87509 3.45240 -1.20675 -1.20
C 0.31870 3.65205 -0.55537 -0.59
C -4.88017 4.21961 -3.59836 -1.26
C -0.86634 3.13281 0.44966 -0.09
C -0.74244 -2.91668 3.84302 -1.00
C 0.69372 -5.44650 -3.72447 -1.15
C -4.20132 3.33533 -2.56457 0.33
C 3.75420 4.05702 0.62729 -0.30
C -0.57393 -4.37350 3.44202 0.34
C 1.37257 -6.33078 -2.69067 0.31
H -2.80029 4.63756 -2.14983 0.37
H 1.30375 1.97247 -1.46866 0.43
H -4.22600 2.29252 -2.89908 0.26
H 3.41683 2.45789 2.09231 0.32
H -5.93185 3.94390 -3.72415 0.38
H 0.75151 -5.18590 -0.95653 0.08
H 3.20507 4.61536 -0.24020 0.20
H 1.19680 -5.53159 -4.69363 0.32
H -0.35271 -6.51247 -1.38691 0.37
H -4.36842 2.82010 -0.46986 0.26
H 3.94377 4.87923 1.47214 0.38
H 0.94075 -4.83803 4.92504 0.38
H 1.59251 -4.34266 3.34575 0.27
H -1.02423 1.97355 0.45587 -0.12
H -0.93996 0.06570 1.64976 0.36
H -5.92661 3.15364 -1.26080 0.41
H -0.04296 -3.96273 1.60354 0.25
H 2.77360 -5.02855 -2.27594 0.32
H 0.74625 -4.39147 -3.43291 0.25
H 0.90505 -5.94982 3.53673 0.31
H -1.35613 -4.97798 3.91396 0.30
H 1.20548 -6.84601 -0.59597 0.32
H -4.82238 4.48021 -0.83042 0.32
H -0.35795 -5.72220 -3.85026 0.35
H 1.34790 -7.37359 -3.02519 0.31
H -0.16650 3.82117 -1.62410 0.45
H 6.11492 4.19478 0.32922 0.31
H 5.38318 2.42934 0.44179 0.23
H -4.37709 4.13452 -4.56752 0.32
H 2.31804 0.47531 1.76666 0.35
H 0.00235 -2.28475 3.34622 0.11
H -1.72626 -2.54471 3.53751 0.28
H -0.64103 -2.79094 4.92550 0.43
H -4.82764 5.27464 -3.30680 0.34
H -1.88468 3.60041 0.03815 0.09
H 0.68757 4.72368 -0.20743 0.21
H 5.10797 3.38313 -1.16316 0.28
```

=====

[2]
Formula: C15H37GaIO7
Source: OMol25
Level of theory: wB97M-V/def2-TZVPD

Calculated values
Spin multiplicity = 1
Lowest unoccupied orbital energy = 2.18 eV
Net charge = -1

Geometry as XYZ:
```
61
Properties=species:S:1:pos:R:3:mulliken_charge:R:1
I 1.73163 8.12081 -2.41964 -0.53
Ga 2.02296 7.07414 0.01417 0.37
O -3.97809 -1.52264 -2.40021 -0.28
O 4.30982 -1.65878 0.54895 -0.25
O -2.60496 1.31570 -0.40150 -0.27
O -2.64900 -1.62544 0.32984 -0.37
O 3.56795 -4.37879 1.55285 -0.42
O -1.29471 5.36947 1.37138 -0.52
O 0.80764 -3.87996 0.47671 -0.21
C 1.21073 5.25026 -0.14835 -0.88
C -0.22033 -4.68144 -0.05445 -0.82
C -1.65742 -0.90372 -0.38974 -0.14
C -1.50382 0.54245 0.02351 -0.65
C 4.91574 -2.87345 0.16392 -0.61
C -3.77575 -2.40006 -3.47733 -0.72
C -1.24420 5.89404 0.03951 -0.65
C 5.18294 -0.74665 1.17234 -0.79
C 3.91509 -4.00930 0.22584 -0.30
C -4.01185 -1.41719 0.01367 -0.35
C -2.89785 2.39337 0.46636 -0.77
C -4.46689 -2.14850 -1.23377 -0.59
C -0.18119 5.17197 -0.77393 -0.15
C 2.51109 -3.64195 2.15051 -0.46
C 1.13378 -4.17446 1.81661 -0.55
H -0.72231 -1.40948 -0.13495 0.23
H 1.20639 8.07334 0.96674 -0.25
H 0.41691 -3.70023 2.50377 0.34
H -1.01498 6.96659 0.05887 0.48
H -0.49719 4.13316 -0.95782 0.07
H 3.03044 -3.75536 -0.35998 0.21
H -3.16483 -3.26174 -3.18061 0.28
H -0.22671 -4.51824 -1.13132 0.24
H -4.25264 -0.35503 -0.06496 0.19
H -5.56742 -2.16045 -1.23791 0.39
H -3.04926 2.03578 1.49288 0.38
H -1.38981 0.60178 1.11318 0.36
H -3.81878 2.84910 0.10574 0.26
H -0.17837 5.66489 -1.75668 0.24
H 3.58977 7.07623 0.31850 -0.34
H 2.64929 -3.75509 3.22807 0.37
H -4.12235 -3.18996 -1.18601 0.32
H 1.90106 4.58991 -0.68690 0.37
H -1.20163 -4.39926 0.34527 0.25
H 5.91707 -0.33433 0.46999 0.31
H -0.57311 0.91782 -0.42493 0.36
H 4.57613 0.06857 1.56064 0.25
H 1.15427 4.86455 0.88045 0.29
H -0.04722 -5.74451 0.14852 0.39
H -4.72084 -2.78000 -3.88726 0.32
H -4.56793 -1.85255 0.84808 0.37
H -1.58357 6.05883 1.97098 0.27
H -2.22843 5.77195 -0.44126 0.27
H -2.10780 3.14710 0.48366 0.21
H -3.25582 -1.84376 -4.25516 0.24
H 1.09792 -5.25807 1.98867 0.38
H 5.77099 -3.09944 0.81263 0.36
H -1.81897 -0.97252 -1.46770 0.19
H 5.72633 -1.22089 1.99803 0.33
H 5.28441 -2.80587 -0.87057 0.34
H 4.39734 -4.88895 -0.20798 0.36
H 2.56834 -2.58377 1.89008 0.29
```

=====

[3]
Formula: C15H37NO4P
Source: OMol25
Level of theory: wB97M-V/def2-TZVPD

Calculated values
Spin multiplicity = 1
Lowest unoccupied orbital energy = 3.05 eV
Net charge = -1

Geometry as XYZ:
```
58
Properties=species:S:1:pos:R:3:mulliken_charge:R:1
P 0.12080 0.70466 -1.14146 0.43
O 5.22916 0.79994 1.06811 -0.39
O 2.88402 0.90980 -1.00813 -0.33
O -0.34818 -0.73615 -0.24702 -0.57
O 0.25762 -3.93928 -1.95533 -0.59
N -6.28310 0.12145 1.89799 -0.64
C 5.20080 0.36835 -0.28951 -0.71
C 5.17659 -0.28961 1.97229 -0.23
C 0.31520 -1.90731 -0.63845 -0.35
C -4.18526 1.36636 2.11826 -0.79
C 3.78420 -0.13665 -0.74977 -0.20
C -2.60890 1.38800 1.95969 -0.59
C 1.75611 0.94075 -0.10687 -0.83
C -0.85305 1.85025 0.03641 -1.55
C -1.86555 -2.88818 -1.42868 -1.08
C -4.81520 0.01647 1.66589 -0.25
C -1.91660 1.95538 -2.88520 -1.23
C -1.34392 0.56130 -2.39414 -0.31
C -0.35682 -2.64407 -1.86579 0.23
C -2.31296 1.39659 0.40007 0.25
C 6.38175 -0.32214 2.97151 -1.11
H 1.40785 -1.79849 -0.79389 -0.03
H -1.95683 -2.66115 -0.34461 0.19
H -0.04354 -4.39050 -1.16541 0.36
H -3.04566 2.11072 -0.05312 0.41
H 5.88952 -0.51264 -0.38496 0.41
H 5.13709 -1.26710 1.44562 0.31
H -2.11122 -3.96349 -1.56392 0.46
H 6.56336 -1.38050 3.27022 0.31
H 3.97632 -0.64158 -1.73394 0.26
H -4.64772 -0.17329 0.57957 0.23
H -2.14076 -0.12504 -2.03614 -0.04
H -6.65055 0.95885 1.46554 0.22
H 0.54936 1.89125 -1.89413 -0.03
H 6.11486 0.23682 3.89113 0.25
H 4.24241 -0.20143 2.56406 0.30
H -2.26020 0.39680 2.32309 0.17
H -0.93657 2.87041 -0.40366 0.22
H -0.92792 0.08165 -3.31714 0.48
H -4.42871 1.60521 3.17557 0.33
H 0.92293 -0.08030 -2.06455 0.21
H 7.32896 0.04948 2.53607 0.30
H 3.40568 -0.92726 -0.07158 0.22
H -2.14579 2.24535 2.47916 0.42
H -2.95493 2.04335 -2.49732 0.27
H -4.61016 2.14245 1.43910 0.34
H 5.55783 1.16489 -0.96912 0.32
H -1.27689 2.81030 -2.60306 0.29
H 0.19277 -2.63290 0.21229 0.47
H -0.28463 -2.05104 -2.78978 0.24
H -1.99746 1.95694 -3.99719 0.35
H -2.59878 0.39406 0.03758 -0.27
H 1.81606 0.20869 0.73236 0.25
H -0.32519 2.00920 1.01057 0.55
H -2.57992 -2.26648 -2.00014 0.21
H 1.77629 1.95529 0.37043 0.36
H -4.42634 -0.86351 2.21451 0.26
H -6.74823 -0.71095 1.55694 0.22
```

=====

Q: Which value of net charge does entry 2 give?
A: -1